Formula: C13H13N4RuS3
Source: OMol25
Level of theory: ωB97M-V with the def2-TZVPD basis set

Output
frontier orbital gap (alpha / beta) = 5.61 / 5.60 eV
LUMO level (alpha / beta) = -1.81 / -1.73 eV
2S+1 = 2
total charge = 0
maximum force = 4.0 eV/Å

Structure (XYZ):
```
34
Properties=species:S:1:pos:R:3:forces:R:3
Ru 0.643 -1.258 0.457 1.4 0.4 2.4
C 1.910 1.747 -3.926 0.0 -0.1 0.2
C 2.476 0.825 -3.052 0.1 0.3 -0.3
C 1.737 0.305 -2.017 -0.7 -0.2 0.7
C 0.392 0.685 -1.841 0.9 1.3 -2.3
C -0.174 1.620 -2.730 0.0 -0.5 0.6
C 0.589 2.139 -3.753 0.1 0.1 -0.2
N -0.288 0.143 -0.799 -3.0 -1.7 2.0
N -1.528 0.464 -0.544 2.6 1.3 -2.0
C -2.009 -0.039 0.601 0.2 -1.7 1.9
C -3.305 0.251 1.063 0.3 0.1 -0.3
C -3.752 -0.302 2.244 -0.3 0.2 0.0
C -2.939 -1.149 2.987 0.4 0.0 -0.4
C -1.649 -1.442 2.548 -0.1 -0.2 0.7
C -1.164 -0.906 1.375 0.9 0.4 -1.4
H 2.502 2.159 -4.728 0.0 0.0 -0.1
H 3.503 0.524 -3.177 0.1 0.0 0.0
H 2.185 -0.408 -1.313 -0.1 0.2 -0.4
H -1.206 1.902 -2.585 0.0 0.1 0.0
H 0.151 2.861 -4.428 0.0 0.0 0.0
H -3.926 0.907 0.473 -0.1 0.1 -0.1
H -4.746 -0.069 2.601 0.0 0.0 0.0
H -3.301 -1.595 3.900 0.0 0.0 0.1
H -1.029 -2.094 3.153 0.0 0.0 -0.1
S 0.447 -5.330 1.219 0.1 0.4 -0.3
C 1.081 -3.850 0.844 0.1 -2.0 0.9
S 1.486 -2.730 2.118 -0.4 1.0 -1.0
S 1.413 -3.269 -0.740 -1.1 1.4 -0.2
N 1.615 1.933 1.266 -0.2 0.3 0.1
N 1.936 0.587 1.626 -0.9 -0.6 0.2
H 1.701 2.563 2.065 0.0 -0.2 -0.2
H 0.656 1.975 0.928 0.2 -0.1 0.1
H 1.638 0.350 2.582 0.2 0.2 -0.4
H 2.955 0.500 1.581 -0.5 -0.3 -0.2
```
Positions in Å, forces in eV/Å.

Formula: C6H10
Source: OMol25
Level of theory: ωB97M-V with the def2-TZVPD basis set

Output
frontier orbital gap = 9.72 eV
energy above the lowest of the compared OMol25 structures with the same formula, charge and spin = 4.92 kcal per mole
LUMO level = 1.15 eV
SMILES = CC1=CCCC1
total charge = 0
maximum force = 2.6 eV/Å

Structure (XYZ):
```
16
Properties=species:S:1:pos:R:3:forces:R:3
C 2.222 0.102 0.097 0.0 0.0 0.0
C 0.725 0.134 0.043 -0.2 1.2 0.1
C -0.068 1.213 -0.105 1.1 -0.4 0.4
C -1.496 0.829 -0.210 -0.6 -0.8 -2.4
C -1.540 -0.623 0.272 0.0 0.1 0.9
C -0.104 -1.103 0.056 -0.5 -0.7 -2.3
H 2.633 -0.480 -0.738 -0.1 0.1 0.1
H 2.651 1.108 0.050 -0.1 -0.2 0.0
H 2.577 -0.377 1.019 -0.1 0.1 -0.1
H 0.289 2.234 -0.207 0.0 -0.1 0.0
H -2.206 1.485 0.258 -0.3 0.3 0.2
H -1.746 0.752 -1.334 0.1 0.6 1.3
H -1.774 -0.643 1.341 0.0 0.0 0.0
H -2.288 -1.234 -0.242 0.2 0.1 0.1
H -0.101 -1.516 -1.023 0.4 0.2 1.4
H 0.225 -1.882 0.723 0.2 -0.3 0.2
```
Positions in Å, forces in eV/Å.

One value per record, in order, for energy: -54736.897 -6383.646 eV.